a) Density functional theory data (ωB97M-V/def2-TZVPD) for a molecular structure, C18H54F2K3NO28P6S2.

Calculated values
E_LUMO	-6.868	eV
total charge	+2
multiplicity	1
orbital gap	0.2228	hartree
molar mass	1137.88	g mol⁻¹
HOMO level	-12.93	eV

```
114
Properties=species:S:1:pos:R:3:mulliken_charge:R:1
K 4.44465 0.67790 -1.64721 1.016
K 1.23536 -0.93662 5.28227 0.977
K 4.83496 -1.47099 1.20391 0.921
N 2.53924 -0.50155 0.04926 -0.151
S 1.83606 0.25909 1.28584 1.061
O 1.50726 -0.66844 2.41838 -0.557
O 0.87998 1.25772 0.92486 -0.395
F 3.14942 1.04759 1.63228 -0.220
S 1.27603 -1.00084 -0.57280 0.712
O 0.49870 -0.08361 -1.41790 -0.232
O 0.73086 -2.24572 0.02398 -0.590
F 2.03947 -1.77760 -1.72010 -0.348
C -3.06131 -3.36873 -5.77684 -0.577
O -2.02953 -4.25887 -5.45277 -0.368
P -2.33481 -5.27569 -4.25721 1.257
O -3.57192 -5.04477 -3.52546 -0.718
O -2.29713 -6.74680 -5.05800 -0.429
C -1.50254 -6.98797 -6.20186 -0.660
O -0.95138 -5.38341 -3.35363 -0.347
C -0.36624 -4.28147 -2.70837 -0.413
H -2.94295 -3.13057 -6.83390 0.290
H -2.81097 -2.53824 -5.11675 0.131
H -4.06204 -3.69088 -5.48895 0.373
H -1.30876 -8.05839 -6.27070 0.273
H -0.54154 -6.48730 -6.31986 0.287
H -1.99060 -6.47034 -7.02767 0.274
H -1.11394 -3.52513 -2.46966 0.080
H 0.48322 -3.81060 -3.20314 0.271
H -0.02606 -4.50828 -1.69795 0.262
C 6.89599 3.97681 3.43522 -0.888
O 5.97597 4.75683 2.80388 -0.238
P 4.71323 5.28633 3.66395 1.082
O 4.40014 4.51721 4.89812 -0.674
O 5.18378 6.81442 3.90722 -0.393
C 6.47616 7.13219 4.59649 -0.718
O 3.51186 5.49756 2.55206 -0.402
C 2.74423 4.34347 2.06109 -0.364
H 7.84666 4.49309 3.56862 0.303
H 7.43845 3.36387 2.71539 0.257
H 6.68323 3.54727 4.41415 0.446
H 7.21055 6.40114 4.93463 0.296
H 6.36991 7.82528 5.43101 0.322
H 7.07947 7.64471 3.84721 0.328
H 3.25509 3.39090 2.20156 0.152
H 2.75681 4.41210 0.97331 0.267
H 1.75856 4.41598 2.52077 0.204
C -0.12764 5.23735 5.65357 -0.675
O 0.27209 3.88195 5.42471 -0.293
P -0.93098 2.77662 4.99103 0.711
O -0.42542 1.42716 5.08277 -0.374
O -2.12817 3.06051 6.02551 -0.345
C -3.12240 2.10648 6.26144 -0.680
O -1.48919 3.34457 3.57323 -0.309
C -1.29884 2.73800 2.35040 -0.729
H -1.21089 5.34017 5.58947 0.331
H 0.30424 5.86005 4.87010 0.246
H 0.17478 5.55861 6.65028 0.275
H -3.20291 1.41290 5.42445 0.288
H -4.10626 2.57242 6.31655 0.291
H -3.10495 1.62008 7.23675 0.264
H -0.69308 3.35973 1.69115 0.317
H -2.26615 2.73480 1.84801 0.406
H -1.17976 1.65828 2.26020 0.258
C -6.71297 0.77835 -2.87353 -0.720
O -5.33925 0.76363 -2.92321 -0.269
P -4.46154 -0.63576 -2.79827 0.334
O -4.54669 -1.58929 -3.89505 -0.468
O -4.79246 -1.20733 -1.29954 -0.371
C -3.86156 -2.14037 -0.57304 -0.500
O -2.92519 -0.16223 -2.54413 0.048
C -2.59350 1.18252 -2.07742 -0.522
H -7.14118 1.75092 -3.11614 0.228
H -6.96258 0.31565 -1.91869 0.316
H -7.13019 0.03824 -3.55636 0.291
H -2.94163 -1.71639 -0.17047 0.209
H -3.60116 -3.02470 -1.15462 0.183
H -4.20981 -2.58530 0.35908 0.400
H -1.92061 1.10617 -1.22332 0.039
H -3.45503 1.68356 -1.63602 0.438
H -2.13864 1.86059 -2.79952 0.278
C 4.24395 4.01591 -4.94362 -0.732
O 2.86896 3.81119 -4.95799 -0.285
P 2.09889 3.45767 -3.64942 0.741
O 2.89000 2.60214 -2.68531 -0.245
O 1.56992 4.93833 -3.16672 -0.290
C 2.38096 5.79118 -2.40071 -0.747
O 0.82860 2.67356 -4.39888 -0.325
C 0.98756 1.28783 -4.59611 -0.433
H 4.56266 5.05553 -5.01931 0.296
H 4.70340 3.53782 -5.80874 0.310
H 4.81334 3.50820 -4.16507 0.244
H 3.18965 5.27053 -1.88785 0.263
H 1.80198 6.08308 -1.52453 0.321
H 2.83183 6.58929 -2.99048 0.309
H 0.08726 0.86784 -4.14759 -0.020
H 1.77230 0.70977 -4.10811 0.205
H 0.69055 0.93745 -5.58462 0.366
C -2.94868 -7.02008 -0.15007 -0.245
O -1.84031 -7.56875 0.46732 -0.333
P -0.98036 -6.87514 1.70945 0.667
O 0.36567 -7.46245 2.06476 -0.709
O -2.07994 -7.00747 2.92868 -0.269
C -2.07056 -8.05541 3.92236 -0.748
O -0.98329 -5.24451 1.36622 -0.062
C -0.52121 -4.23603 2.33102 -0.532
H -2.91649 -5.94549 0.02969 0.079
H -3.92018 -7.46798 0.05891 0.283
H -2.93206 -7.01382 -1.23993 0.097
H -1.77577 -9.02055 3.51041 0.331
H -2.86836 -8.19121 4.65255 0.308
H -1.17763 -7.97009 4.54163 0.306
H 0.44325 -3.92786 1.92736 0.186
H -0.32460 -4.49795 3.37065 0.373
H -1.36533 -3.54912 2.26997 0.233
```

***

b) Density functional theory data (ωB97M-V/def2-TZVPD) for a molecular structure, C18H54F2K3NO28P6S2.

Calculated values
E_LUMO	-7.136	eV
total charge	+2
multiplicity	1
orbital gap	0.2261	hartree
molar mass	1137.88	g mol⁻¹
HOMO level	-13.29	eV

```
114
Properties=species:S:1:pos:R:3:mulliken_charge:R:1
K -2.47397 4.46324 -1.84061 0.952
K 1.07744 4.86500 -1.34224 0.998
K -3.08649 2.26366 -5.24680 0.977
N -0.47459 2.74036 -1.43734 -0.200
S -0.30516 1.85919 -0.02141 0.679
O 1.03657 1.71141 0.39959 -0.290
O -1.30711 0.91957 0.30573 -0.126
F -0.69857 3.15897 0.86131 -0.371
S -0.60574 1.51972 -2.46032 0.700
O -1.91137 1.21747 -2.93311 -0.602
O 0.43290 0.57064 -2.49579 -0.384
F -0.07228 2.45670 -3.70486 -0.427
C -5.50591 -4.14815 1.54879 -0.795
O -4.85087 -2.92961 1.11810 -0.072
P -5.59010 -1.99209 0.09067 0.691
O -6.25571 -2.66681 -1.01451 -0.744
O -6.58340 -1.15274 0.99364 -0.427
C -6.21137 -0.53330 2.22963 -0.371
O -4.42544 -1.03029 -0.40601 -0.061
C -4.37061 0.37614 -0.24041 0.225
H -4.83377 -4.98187 1.37168 0.265
H -6.47880 -4.25100 1.07979 0.377
H -5.61397 -4.07983 2.63266 0.242
H -7.12811 -0.40730 2.80607 0.470
H -5.78023 0.44868 2.05843 0.224
H -5.57241 -1.19479 2.81719 0.053
H -3.51911 0.72001 -0.82713 -0.566
H -4.08346 0.65051 0.77523 0.065
H -5.29603 0.82931 -0.59442 0.481
C 1.66882 -0.93496 2.51115 -0.299
O 1.75501 -2.01600 1.59191 0.108
P 0.60113 -3.09360 1.48023 0.507
O -0.01891 -3.44241 2.74401 -0.803
O -0.33873 -2.46861 0.37228 0.360
C -1.68581 -2.96093 0.19921 -0.872
O 1.29366 -4.31538 0.77180 -0.382
C 1.81857 -4.23995 -0.54365 -0.570
H 0.80238 -0.71545 3.14054 0.302
H 1.79357 -0.01829 1.93028 -0.297
H 2.51443 -1.02171 3.19245 0.360
H -1.98935 -3.53707 1.07265 0.471
H -1.71477 -3.53555 -0.72188 0.387
H -2.33416 -2.09246 0.14299 -0.058
H 1.43633 -3.38644 -1.11278 0.143
H 1.44638 -5.09961 -1.10504 0.305
H 2.90537 -4.23214 -0.56490 0.299
C 3.50816 -0.18040 -0.91270 0.153
O 4.68039 0.45693 -1.48079 -0.165
P 6.09989 -0.23033 -1.37757 0.955
O 7.15464 0.54896 -2.00396 -0.780
O 6.24158 -0.51434 0.15751 -0.177
C 7.20326 -1.49797 0.58233 -0.783
O 5.90122 -1.68136 -1.97646 -0.325
C 5.49455 -1.79380 -3.35613 -0.733
H 3.69806 -1.23394 -0.74252 0.580
H 2.71063 -0.02049 -1.63598 0.005
H 3.23947 0.41825 -0.04662 -0.431
H 6.72179 -2.41468 0.90896 0.260
H 7.74254 -1.05901 1.42095 0.271
H 7.95832 -1.70321 -0.17547 0.353
H 5.74912 -0.87963 -3.89201 0.353
H 4.41943 -1.96260 -3.38290 0.218
H 6.04710 -2.62730 -3.77536 0.299
C 4.35909 5.79653 3.49929 -0.659
O 4.12567 5.06447 2.26747 -0.351
P 2.89394 4.15333 2.01187 0.348
O 1.84889 4.76751 1.16969 -0.613
O 3.47489 2.85672 1.38065 0.317
C 4.54405 2.16647 2.05639 -0.611
O 2.41871 3.81613 3.46881 -0.314
C 1.63645 2.65718 3.75287 0.234
H 4.95687 6.65163 3.20631 0.249
H 4.91185 5.16301 4.18857 0.282
H 3.42364 6.09418 3.96317 0.335
H 4.47410 1.12039 1.76590 0.144
H 4.49456 2.22244 3.14413 0.388
H 5.50597 2.55732 1.73119 0.234
H 0.56265 2.84148 3.66413 0.227
H 1.87963 2.33142 4.75860 0.367
H 1.80777 1.84479 3.04283 -0.446
C -2.52122 -1.08769 2.71149 0.084
O -2.73120 -0.14064 3.75740 0.216
P -2.96578 -0.57064 5.26176 0.587
O -1.78968 -1.05479 5.93828 -0.740
O -3.55710 0.74311 5.91352 -0.370
C -4.46436 1.58567 5.20566 -0.398
O -4.16790 -1.59281 5.13790 -0.314
C -5.28928 -1.61288 6.03470 -0.761
H -1.70045 -0.73555 2.08291 -0.446
H -3.38588 -1.08205 2.04741 -0.010
H -2.27973 -2.07398 3.10230 0.614
H -5.14855 1.00195 4.58528 0.085
H -3.90507 2.30471 4.61044 0.175
H -5.07016 2.11565 5.93837 0.298
H -5.20433 -2.51413 6.63725 0.262
H -6.18264 -1.68793 5.41469 0.232
H -5.35748 -0.73067 6.66577 0.380
C -0.37692 0.90036 -9.38451 -0.668
O 0.66019 0.90663 -8.39940 -0.364
P 0.35590 0.54572 -6.90343 0.727
O -0.66142 1.39976 -6.26139 -0.335
O 1.78516 0.51548 -6.26483 -0.270
C 2.38460 1.67450 -5.67583 -0.461
O -0.01280 -0.98687 -6.93212 -0.302
C -1.15707 -1.51155 -6.27244 -0.528
H -0.33324 -0.01157 -9.97511 0.270
H -0.14981 1.69770 -10.09512 0.271
H -1.34724 1.13107 -8.94870 0.271
H 3.19448 2.05110 -6.29617 0.352
H 2.79639 1.37013 -4.71503 0.104
H 1.65481 2.46869 -5.51239 0.182
H -2.07627 -1.06629 -6.66895 0.219
H -1.10121 -1.41673 -5.19007 0.232
H -1.24984 -2.55779 -6.55760 0.301
```

***

Least stable: a)

***

a) Density functional theory data (ωB97M-V/def2-TZVPD) for 2 unconnected molecules or ions with the total composition CH3N4O.

Calculated values
E_LUMO (spin up / spin down)	-5.269 / -5.270	eV
total charge	+1
multiplicity	1
orbital gap (spin up / spin down)	0.3080 / 0.3079	hartree
molar mass	87.06	g mol⁻¹
HOMO level (spin up / spin down)	-13.65 / -13.65	eV

```
9
Properties=species:S:1:pos:R:3:nbo_charge:R:1
C 1.15005 0.01452 -0.05657 0.519
N -2.64330 -0.11345 -0.02087 -0.035
N -2.49822 -1.19137 0.08631 0.231
N 0.07546 0.53484 -0.00573 0.082
N 2.36853 -0.35453 -0.07618 -0.815
O -1.06278 1.01363 -0.00619 -0.424
H -3.36330 0.75254 0.03236 0.523
H 3.07240 -0.38798 -0.85962 0.467
H 2.90116 -0.26820 0.90649 0.451
```

***

b) Density functional theory data (ωB97M-V/def2-TZVPD) for a molecular structure, CH3N4O.

Calculated values
E_LUMO (spin up / spin down)	-4.993 / -4.994	eV
total charge	+1
multiplicity	1
orbital gap (spin up / spin down)	0.3704 / 0.3704	hartree
molar mass	87.06	g mol⁻¹
HOMO level (spin up / spin down)	-15.07 / -15.07	eV

```
9
Properties=species:S:1:pos:R:3:nbo_charge:R:1
C 1.67363 1.83627 1.13899 0.948
N 0.96171 1.00269 0.59503 -0.415
N 0.91484 0.25122 -0.41411 0.179
N 0.37520 -0.52199 -1.03791 0.210
N -1.31572 -1.18960 -0.54609 -0.858
O 2.15766 2.61358 1.80724 -0.308
H -1.94681 -0.83258 -1.25747 0.417
H -1.64023 -0.97138 0.39194 0.409
H -1.18027 -2.18822 -0.67762 0.418
```

***

Least stable: a)

***

a) Density functional theory data (ωB97M-V/def2-TZVPD) for C14H20FNO3S in the gas phase.

Calculated values
E_LUMO	0.576	eV
total charge	0
SMILES string	COCCCS(=O)(=O)c1ccc2c(c1)CN[C@H](CF)C2
multiplicity	1
orbital gap	0.3610	hartree
molar mass	301.38	g mol⁻¹
HOMO level	-9.25	eV

```
40
Properties=species:S:1:pos:R:3:nbo_charge:R:1
C -1.46223 2.85541 -0.78727 -0.252
O -0.07610 2.51836 -0.46059 -0.567
C 0.86494 3.57867 -0.63310 -0.056
C 2.22572 2.92636 -0.73785 -0.416
C 2.64180 2.36066 0.71697 -0.687
S 3.29784 0.72729 0.68278 2.152
O 4.29794 0.61886 -0.35179 -0.956
O 3.70018 0.26429 2.02269 -0.925
C 1.87248 -0.31193 0.08739 -0.280
C 1.92034 -1.13726 -0.98390 -0.203
C 0.86242 -1.95874 -1.32762 -0.194
C -0.31549 -1.87870 -0.55744 -0.015
C -0.47361 -0.89196 0.49259 0.036
C 0.66000 -0.19453 0.85296 -0.187
C -1.73873 -0.77209 1.17819 -0.287
N -2.87117 -1.42717 0.38874 -0.604
C -2.49420 -2.76231 -0.06222 -0.092
C -2.13670 -3.67630 1.13440 0.040
F -2.05170 -5.02995 0.80222 -0.370
C -1.46317 -2.66088 -1.10781 -0.444
H -1.63782 3.85586 -1.24922 0.178
H -1.93289 2.16545 -1.38457 0.190
H -2.08328 2.88457 0.14272 0.172
H 0.62619 4.14076 -1.59044 0.175
H 0.76217 4.24939 0.18451 0.172
H 2.33581 2.12193 -1.46980 0.244
H 3.00399 3.64561 -0.99784 0.226
H 3.42469 2.97800 1.17039 0.258
H 1.83007 2.33861 1.50803 0.251
H 2.80735 -1.09723 -1.51360 0.234
H 1.09963 -2.71037 -2.06882 0.224
H 0.49259 0.50588 1.69952 0.217
H -1.58149 -1.15972 2.19892 0.191
H -1.99957 0.29192 1.29988 0.214
H -3.72099 -1.48446 1.03360 0.362
H -3.46842 -3.06457 -0.41612 0.208
H -1.09294 -3.39983 1.57102 0.168
H -2.90233 -3.52853 1.88328 0.161
H -1.87500 -2.14975 -1.92073 0.231
H -1.34832 -3.73160 -1.43007 0.234
```

***

b) Density functional theory data (ωB97M-V/def2-TZVPD) for C14H20FNO3S in the gas phase.

Calculated values
E_LUMO	0.732	eV
total charge	0
SMILES string	CCOc1cc(S(=O)(=O)N2CCCCCC2)ccc1F
multiplicity	1
orbital gap	0.3554	hartree
molar mass	301.38	g mol⁻¹
HOMO level	-8.94	eV

```
40
Properties=species:S:1:pos:R:3:nbo_charge:R:1
C 4.70592 0.08937 2.44157 -0.620
C 4.16246 0.36551 1.04979 -0.060
O 2.91059 -0.30437 0.95015 -0.492
C 2.20984 -0.30050 -0.19892 0.238
C 1.03298 -1.06071 -0.19078 -0.178
C 0.22181 -1.13074 -1.29917 -0.343
S -1.30417 -2.08145 -1.20211 2.348
O -1.03876 -3.23945 -0.40089 -0.939
O -1.79706 -2.24738 -2.53821 -0.943
N -2.36313 -1.12772 -0.37879 -0.707
C -2.48408 -1.25661 1.05033 -0.211
C -2.45809 0.07497 1.81118 -0.417
C -1.53330 1.13204 1.20478 -0.410
C -2.20951 1.94983 0.10294 -0.392
C -2.36702 1.20386 -1.21993 -0.411
C -3.11027 -0.12984 -1.09687 -0.229
C 0.54146 -0.46801 -2.47017 -0.210
C 1.69791 0.28703 -2.50764 -0.258
C 2.50869 0.37348 -1.38774 0.328
F 3.61978 1.14466 -1.49968 -0.327
H 5.66599 0.58163 2.56419 0.216
H 4.83136 -0.97993 2.58644 0.215
H 4.01466 0.46185 3.19239 0.213
H 4.85477 -0.01293 0.28919 0.180
H 4.02752 1.44314 0.90052 0.180
H 0.78511 -1.61406 0.69985 0.239
H -1.65658 -1.89548 1.35841 0.227
H -3.41589 -1.78694 1.29352 0.193
H -2.14707 -0.14151 2.83477 0.218
H -3.46833 0.48607 1.86169 0.196
H -0.63021 0.65954 0.81458 0.205
H -1.23248 1.82018 1.99833 0.211
H -1.61650 2.84849 -0.08358 0.209
H -3.19150 2.27461 0.45594 0.191
H -1.38086 1.01115 -1.64556 0.205
H -2.91524 1.83854 -1.91944 0.210
H -3.28436 -0.53706 -2.09553 0.238
H -4.07558 0.01294 -0.60356 0.198
H -0.10566 -0.56589 -3.32580 0.248
H 1.99483 0.82165 -3.39619 0.237
```

***

Least stable: a)